[1]
Density functional theory data (ωB97M-V/def2-TZVPD) for one molecule with the formula C3H8N2O.

Its SMILES is C[C@H](N)C(N)=O. For the relative energy (zero: lowest compared OMol25 entry of this formula, charge and spin), the calculation gives 113.9 kJ/mol. The LUMO energy is 1.0 eV. The multiplicity is 1.

Structure (XYZ):
```
14
Properties=species:S:1:pos:R:3:forces:R:3:mulliken_charge:R:1
N -0.5337 1.1910 0.7413 3.2301 -2.3304 -0.5960 -0.6708
C -0.4863 -0.1205 0.0620 -3.1328 -0.4216 -0.9215 0.7140
C -0.5862 0.1703 -1.4910 0.1211 -2.2190 0.3964 -1.5376
C 0.6116 -1.0623 0.5006 1.4784 0.1384 -2.3412 0.2067
N 1.5861 -0.3911 1.0997 0.3110 2.2416 2.5982 -0.3728
O 0.8023 -2.1967 0.0898 -1.1319 -0.0514 0.0489 -0.6485
H -0.7418 1.8210 0.0456 -0.4407 2.0632 -1.5154 0.2245
H -1.2548 1.1632 1.3497 -2.7512 0.2204 2.5124 0.2027
H -1.3864 -0.6993 0.3054 -0.2402 0.1657 0.0650 0.2260
H 0.3222 0.6837 -1.6585 0.8050 0.9841 -0.9128 0.4632
H -0.5685 -0.7525 -2.1035 0.3771 0.1837 0.6210 0.3510
H -1.4853 0.6572 -1.9089 0.3656 0.3529 1.0663 0.3706
H 2.4580 -0.8721 1.2442 -0.0951 -0.0656 0.4418 0.2217
H 1.2627 0.4080 1.7237 1.1036 -1.2619 -1.4629 0.2493
```
Positions in Å, forces in eV/Å.

***

[2]
Density functional theory data (ωB97M-V/def2-TZVPD) for one molecule with the formula C2H6O.

Its SMILES is COC. For the relative energy (zero: lowest compared OMol25 entry of this formula, charge and spin), the calculation gives 90.9 kJ/mol. The LUMO energy is 1.1 eV. The multiplicity is 1.

Structure (XYZ):
```
9
Properties=species:S:1:pos:R:3:forces:R:3:mulliken_charge:R:1
C -1.0488 0.0640 0.3219 -0.2539 -0.4372 0.1879 -0.5298
O 0.0210 0.9050 0.0272 -0.0455 0.1440 -0.1276 -0.2987
C 1.0777 0.0606 -0.3035 0.2998 -0.4298 0.0352 -0.5255
H -0.5907 -0.7893 0.9284 -1.4988 0.9809 0.0264 0.2218
H -1.8256 0.7030 0.7669 0.1676 -0.7229 0.2341 0.2003
H -1.4437 -0.4134 -0.5905 -0.0545 0.1179 0.0898 0.2572
H 0.9210 -0.4119 -1.2878 0.0738 0.1099 0.0599 0.2557
H 1.0109 -0.7924 0.4539 1.3117 0.9597 -0.8027 0.2194
H 1.9734 0.6972 -0.3448 -0.0004 -0.7226 0.2970 0.1996
```
Positions in Å, forces in eV/Å.

***

[3]
Density functional theory data (ωB97M-V/def2-TZVPD) for a 2-piece molecular cluster, C14H22O7S overall.

Its SMILES is COCC1=CC(=O)C(C[C@H](C)O)=CC1=O.CCOS(C)(=O)=O. For the relative energy (zero: lowest compared OMol25 entry of this formula, charge and spin), the calculation gives 197.8 kJ/mol. The LUMO energy is -1.0 eV. The multiplicity is 1.

Structure (XYZ):
```
44
Properties=species:S:1:pos:R:3:forces:R:3:mulliken_charge:R:1
C -1.7979 5.6936 1.0478 -0.0679 -0.0242 0.3846 -0.6729
O -1.9686 5.6695 -0.3441 0.0482 0.0640 -0.2145 -0.3806
C -0.8448 5.1703 -1.0222 -0.1335 0.1091 0.0840 -0.7895
C -0.7094 3.6763 -0.8946 -0.0533 0.2661 0.0154 0.6909
C 0.4421 3.0234 -1.0147 -0.3726 -0.0709 0.0651 -0.8827
C 0.4107 1.5518 -0.8381 0.5146 -0.3667 -0.4486 0.2151
O 1.0874 0.7720 -1.4856 -0.1194 0.5640 0.5586 -0.5381
C -0.5546 1.0757 0.1954 -0.3613 -0.3577 0.2765 0.9049
C -0.1839 -0.0930 1.0617 0.2066 0.4459 0.2037 -0.9913
C 0.1203 0.3888 2.4974 -0.0872 -0.1068 -0.4586 0.5011
C 1.2404 -0.3793 3.1456 0.1345 0.0269 -0.0905 -1.5805
O -1.0350 0.3888 3.3182 0.0246 0.2551 0.2689 -0.5865
C -1.7153 1.7216 0.3032 0.4056 0.2397 -0.2937 -0.4017
C -1.9457 2.8708 -0.6096 -0.7286 -0.0640 -0.5185 0.2205
O -3.0118 3.0923 -1.1546 0.7577 -0.0340 0.6041 -0.5653
H -1.2245 4.8443 1.4224 0.1128 -0.2030 -0.0385 0.2758
H -1.3081 6.6041 1.3896 0.2033 0.1934 -0.0755 0.3053
H -2.7741 5.6513 1.5093 -0.3100 0.0142 0.0487 0.2589
H -0.9313 5.4829 -2.0545 -0.1541 -0.0582 -0.3076 0.3269
H 0.0660 5.6181 -0.6274 0.2898 0.1398 0.0299 0.4025
H 1.3686 3.5261 -1.2323 0.2705 -0.0187 -0.2212 0.4690
H -1.0039 -0.7994 1.0580 -0.1075 -0.4417 0.1196 0.5403
H 0.7042 -0.5878 0.6923 0.0566 -0.1704 -0.3595 0.1709
H 0.4474 1.4225 2.4058 0.0542 0.3150 0.1185 0.2222
H 1.4092 0.0154 4.1370 0.0334 -0.0145 0.3586 0.4240
H 1.0524 -1.4448 3.1993 -0.1683 -0.2269 0.0379 0.3046
H 2.1466 -0.2230 2.5687 0.2310 -0.0236 -0.0924 0.3919
H -1.7523 -0.0306 2.8505 -0.2645 -0.2328 -0.0769 0.3621
H -2.4792 1.4438 1.0035 -0.4041 -0.1822 0.0288 0.4062
O -0.5747 -5.7600 -1.4773 -0.1805 0.0730 0.0616 -0.6510
S 0.5996 -5.2611 -0.8310 0.3965 -0.0422 -0.1684 1.1924
O 0.4842 -4.3939 0.3012 -0.1585 0.0071 0.0716 -0.5701
O 1.5351 -4.5831 -1.9213 0.0718 -0.1289 0.1046 -0.2459
C 0.9533 -3.5681 -2.7710 -0.2792 0.4306 -0.2691 -0.6081
C 0.7392 -2.2559 -2.0460 -0.0499 -0.1942 0.1921 -0.7786
C 1.6675 -6.5982 -0.4202 0.0408 -0.0378 -0.0127 -0.9648
H 0.0244 -3.9449 -3.2024 0.0103 -0.1143 0.1045 0.3730
H 1.6630 -3.4385 -3.5852 0.1240 -0.1546 0.0806 0.2969
H -0.0154 -2.3567 -1.2664 -0.0191 0.0053 -0.0245 0.2307
H 0.4080 -1.4875 -2.7413 0.0561 -0.0070 -0.0749 0.4227
H 1.6604 -1.9221 -1.5728 0.0352 0.0585 -0.0615 0.2832
H 1.7769 -7.2415 -1.2884 -0.0058 0.0159 -0.0165 0.3302
H 1.1980 -7.1386 0.3984 -0.0485 0.0267 0.0033 0.3723
H 2.6257 -6.1956 -0.1041 -0.0043 0.0250 0.0023 0.3131
```
Positions in Å, forces in eV/Å.

***

[4]
Density functional theory data (ωB97M-V/def2-TZVPD) for a 3-piece molecular cluster, C4H10O4 overall.

Its SMILES is O=CCCC=O.O.O. For the relative energy (zero: lowest compared OMol25 entry of this formula, charge and spin), the calculation gives 181.1 kJ/mol. The LUMO energy is 0.4 eV. The multiplicity is 1.

Structure (XYZ):
```
18
Properties=species:S:1:pos:R:3:forces:R:3:mulliken_charge:R:1
O 1.1352 -1.2080 -1.4321 -0.2289 -0.0379 0.7827 -0.4797
C 1.1764 -0.0159 -1.2261 0.2498 -0.8434 -1.4406 -0.1293
C 0.9696 0.6132 0.1244 -0.2849 -0.1091 -0.8143 -0.2443
C -0.4873 0.4381 0.5423 -0.1881 -0.7681 1.1655 -0.4330
C -0.6558 -0.0197 1.9792 -0.1698 0.3857 0.9173 -0.1812
O 0.0560 0.2549 2.9086 0.4066 0.1829 -0.3720 -0.4977
H 1.4086 0.5412 -2.1565 -0.0686 0.8654 0.5261 0.3642
H 1.5837 -0.0207 0.7629 0.1646 0.4737 0.4046 0.2471
H 1.2831 1.6499 0.0750 0.2030 0.0475 0.4146 0.2848
H -0.9141 -0.4130 0.0502 -0.2641 -0.3997 -0.9118 0.2776
H -1.1997 1.2546 0.4152 0.3247 0.2826 -0.2673 0.3777
H -1.5311 -0.6581 2.1890 -0.1672 0.0892 -0.3128 0.4022
H 0.2424 -3.3260 3.0477 -0.3828 0.1046 0.7831 0.3100
H -0.0706 -2.9436 1.7153 -0.6495 0.3066 -0.3307 0.3119
O -0.4847 -2.8821 2.5897 1.0541 -0.5764 -0.5411 -0.6112
H -1.0773 2.7062 -5.6285 0.2890 -0.1673 -0.0468 0.3233
H -0.6043 2.3705 -4.1759 0.1003 -0.0483 -0.3314 0.3133
O -1.2943 2.7861 -4.6996 -0.3880 0.2119 0.3750 -0.6357
```
Positions in Å, forces in eV/Å.

***

[5]
Density functional theory data (ωB97M-V/def2-TZVPD) for a 11-piece molecular cluster, C41H64F3INO12S5 overall.

Its charge is -1. The LUMO energy is 1.6 eV. The multiplicity is 1.

Structure (XYZ):
```
127
Properties=species:S:1:pos:R:3:forces:R:3:mulliken_charge:R:1
C 1.6436 2.7676 -0.3273 -3.0422 -0.4290 -1.1326 -1.8260
C 0.9132 1.7137 0.3813 0.2013 -4.1253 2.0831 0.5934
O 1.5004 0.6210 0.6378 -3.0426 3.8046 -0.5655 -0.3283
N -0.5508 2.0306 0.8646 3.1264 -3.5413 1.0348 1.3537
H -0.2959 2.6728 1.7545 -0.2912 2.0456 1.0472 0.1193
H -0.8797 2.5792 0.1408 -1.8661 1.9091 -1.9618 -0.3715
C -1.3908 0.8403 1.3322 4.2424 -0.4649 -0.5684 -0.9789
H 1.6385 3.7305 0.0027 -0.8683 2.6184 1.4992 0.5343
H 1.4080 2.8413 -1.3681 -0.7969 -0.1536 -0.7846 0.1606
H 2.5870 2.4921 -0.3246 4.7149 -1.6059 0.1375 0.4974
H -1.3995 0.1016 0.5341 0.6646 -0.3962 0.1359 0.0558
H -2.3975 0.9481 1.4803 -2.3354 1.6190 0.7355 0.5368
H -0.8500 0.5200 2.2598 -0.8771 -0.1552 -1.0009 0.2119
I -2.2422 4.3264 -1.3561 0.0500 -0.2696 -0.1342 -0.7881
O 0.0875 3.6069 2.7327 0.4719 -1.2970 -0.3949 -0.9551
H -0.2788 4.4371 3.0242 -0.3470 0.1725 -0.1918 0.1472
F -3.5644 1.8531 5.9369 0.6383 -1.0726 2.1454 -0.3509
C -4.0456 2.3914 4.8579 6.1032 1.3306 -3.0264 0.0356
C -5.3068 2.4847 4.6241 -9.0215 0.2176 0.6520 0.1606
C -5.8714 3.1081 3.4717 4.3405 -1.8173 -1.1024 -0.8286
C -4.9285 3.3168 2.4107 -3.2064 0.8667 1.9814 -0.4744
C -3.5892 3.3183 2.6008 0.8551 -0.4809 2.6363 -0.4078
C -3.1000 2.8705 3.8730 -6.5846 0.2648 -1.7392 -0.4398
H -6.1582 2.0619 5.3647 2.4644 0.9835 -1.2926 0.1772
H -6.8989 3.1397 3.2629 -1.2044 0.0923 0.0857 0.4000
H -5.3246 3.6688 1.5146 -0.5172 0.5267 -1.6169 0.5282
H -2.9686 3.7755 1.8399 0.4332 -0.5062 0.0177 0.2968
H -2.1334 2.8356 3.8029 5.8108 -0.4167 1.1989 0.9048
F 6.8429 6.8804 -0.9097 -0.7168 0.1266 0.5514 -0.2938
C 5.7183 6.5789 -0.1953 -1.8898 -2.0428 -0.0029 0.1489
C 4.5355 7.3483 -0.3101 0.1020 3.2098 -0.5728 -0.0650
C 3.3279 7.0579 0.4278 5.7541 -3.1379 -0.9387 -0.9571
C 3.3814 5.8406 1.1046 -1.3817 -0.8908 0.9866 -0.1494
C 4.4255 4.9498 1.1627 2.3217 1.9360 -2.4392 -0.4580
C 5.6187 5.2984 0.4259 0.3268 -0.6983 1.6378 -0.1676
H 4.6176 8.3932 -0.9641 -0.2585 -2.9655 1.7664 0.1921
H 2.4851 7.5798 0.3119 -2.9751 2.1068 -0.2853 0.5241
H 2.5915 5.3244 1.6405 -1.0979 1.1968 -0.0348 0.4698
H 4.2292 4.0220 1.6691 0.5876 -0.2844 0.0002 0.4507
H 6.4659 4.5478 0.5285 -0.8755 1.3593 -0.6406 0.3164
F 0.7410 1.4670 -7.6381 0.0985 -0.1599 -1.6689 -0.3323
C 1.0042 1.2541 -6.3663 -2.8541 3.1272 1.5682 0.8581
C 1.9764 0.4772 -5.9523 5.0687 -4.9005 -2.0603 -0.6638
C 2.3236 0.2401 -4.6050 -1.4613 1.7432 -0.2006 -0.3522
C 1.5859 0.9298 -3.6478 0.8235 -0.8439 -0.8308 -0.1540
C 0.4865 1.6721 -4.0772 -1.4731 1.4818 2.0000 0.1693
C 0.2177 1.9737 -5.4543 -0.5100 -0.6521 2.0749 -0.7146
H 2.5589 -0.0827 -6.8952 -1.3712 1.4008 2.7675 0.0676
H 3.0772 -0.3335 -4.1282 1.0488 -0.8069 -0.8126 0.5304
H 2.0173 0.8159 -2.6313 -1.2140 0.3028 -0.3864 0.2279
H -0.1344 1.9961 -3.1172 0.7629 0.1951 -2.7119 0.0261
H -0.6131 2.6616 -5.7723 1.0001 -0.9359 0.4128 0.3891
C -5.3428 -1.6453 1.2550 -3.7534 -5.9804 0.4775 -0.3485
C -4.6265 -2.8571 0.4731 0.3685 1.8468 1.4323 -1.0271
C -3.2798 -2.9515 1.1421 2.0422 1.1751 -1.6113 0.0411
S -3.4391 -2.4266 2.7945 0.5676 2.8925 0.1086 1.1564
O -2.5150 -1.3451 3.0820 -0.3159 -0.2026 0.2108 -0.4874
O -3.3905 -3.5918 3.6057 -0.0675 -1.5959 1.3446 -0.8136
C -5.1200 -1.7545 2.7585 2.4442 2.4786 -0.1263 -0.7708
H -6.4483 -1.7012 0.9734 1.7175 1.2702 0.0830 0.3792
H -4.6638 -0.9514 1.0884 1.7545 4.5556 -2.0720 0.1681
H -4.5595 -2.6324 -0.5693 0.2240 0.4966 -0.5921 0.2582
H -5.0448 -3.7824 0.5132 -2.0755 -2.5270 0.4862 0.5392
H -2.6227 -2.2412 0.5255 -0.3748 -1.0091 1.4467 -0.4250
H -2.7463 -3.8827 1.3928 -0.3924 -0.0738 -1.2479 0.6863
H -5.0022 -0.7118 3.2312 -0.1995 -1.4181 -0.8076 0.0815
H -5.5974 -2.3189 3.4720 -1.9674 -1.7060 0.9161 0.5300
C 0.5965 -2.0717 5.1197 1.6455 3.2912 -1.4108 -0.2212
C 0.7530 -3.5492 5.2638 1.0808 1.6194 0.7099 -0.9458
C 0.3677 -4.2453 4.0468 -3.5834 -1.9540 -1.5669 -0.4079
S 0.8284 -3.1071 2.6945 -4.4240 3.5339 2.2054 0.8111
O -0.3537 -2.6813 1.8946 2.6962 -1.2746 1.3830 -0.0102
O 2.0012 -3.6315 2.1644 3.5424 -1.9266 -2.8227 -0.7445
C 1.3898 -1.6973 3.8243 -3.9049 0.0051 -1.9540 -0.5833
H 1.0518 -1.3019 5.8229 -0.6952 -1.7018 0.1706 0.3583
H -0.4482 -1.7971 4.9954 -0.1690 0.0271 -0.1028 0.1471
H 0.3853 -3.7358 6.2167 -1.1950 -1.6068 1.3967 0.4409
H 1.7365 -3.8400 5.2224 3.1333 0.1730 1.2385 0.3567
H -0.8054 -4.3397 4.1163 2.1605 -0.4490 -1.0376 0.1675
H 1.0118 -5.2012 3.8442 -1.7900 1.5952 0.3576 0.3575
H 1.0515 -0.7830 3.2460 0.2054 -0.8744 0.9414 0.0239
H 2.4366 -1.6562 3.9048 1.3640 -0.4622 0.2509 0.3930
C 1.3133 -2.9007 -2.1808 3.3611 -1.1378 3.1944 -0.7846
C 1.6362 -4.1621 -2.8588 1.2066 2.7953 -3.8591 -0.7876
C 0.5093 -5.0136 -2.9507 -3.5306 -5.3159 1.7544 -0.9069
S -0.6403 -4.5708 -1.5726 1.7913 5.8066 -3.9545 1.1319
O -0.7050 -5.5100 -0.5564 -1.1014 -3.2436 2.3642 -0.7102
O -1.7212 -3.8431 -2.2007 -1.2580 -0.9607 0.3370 -0.5629
C 0.4796 -3.2974 -1.0758 -4.0511 4.2393 1.6655 0.2455
H 0.9633 -2.0767 -2.5636 -2.3080 3.7604 -3.8683 1.0637
H 2.1752 -2.4167 -1.6465 0.0595 -0.7235 -0.6957 -0.3603
H 2.3052 -4.7387 -2.3922 3.2718 -1.3416 2.2942 0.4099
H 2.0874 -3.8850 -3.8205 -0.1714 -0.5700 -0.1848 0.4239
H 0.6186 -6.1007 -2.5673 0.8716 1.3732 -0.8899 0.3462
H 0.0232 -5.1804 -3.8743 -0.8897 0.5744 -0.9411 0.3574
H 1.1770 -3.7415 -0.4895 1.2522 -1.2179 3.2328 0.4965
H -0.0926 -2.2094 -0.6687 1.5004 -3.8649 -0.4549 -0.3982
C 5.4109 -2.3264 1.0894 3.3342 -5.5787 2.2424 -0.4146
C 5.8179 -2.5082 -0.3457 -3.3264 -1.7164 -1.5368 -0.3913
C 6.1818 -1.2234 -0.8014 3.9782 2.9317 1.5079 -0.8578
S 4.9992 -0.1506 -0.2692 -3.1281 2.4825 -0.5140 0.8831
O 3.8431 -0.1286 -1.1935 1.7165 -0.4831 1.1875 -0.3235
O 5.6040 1.1033 0.0770 0.0377 0.4503 0.1506 -0.7648
C 4.5876 -1.1210 1.1665 -0.0976 1.1625 3.5471 0.0629
H 6.5043 -2.3171 1.7092 -2.8534 0.6908 -1.4630 0.2558
H 5.0198 -3.3948 1.5398 0.1842 2.9793 -1.0623 0.1548
H 4.9422 -2.7019 -1.0785 0.9136 -0.9321 1.4518 -0.0544
H 6.6626 -3.0705 -0.5776 0.9448 -2.0270 0.0561 0.4519
H 6.2975 -1.1354 -1.8457 0.7408 0.3902 -1.1029 0.5239
H 7.0647 -0.8929 -0.0682 -1.0974 -0.2551 -2.2199 0.2432
H 3.5394 -1.3089 1.0847 -0.8043 -0.2164 0.0362 -0.0880
H 4.8152 -0.6913 2.2383 -0.7228 0.1357 -2.4497 0.2771
C -3.1955 -0.4385 -5.0445 5.2595 1.9213 0.4551 -0.9456
C -3.5984 0.9641 -4.7975 2.5672 5.3909 -0.9240 -0.0932
C -4.3749 1.0777 -3.5906 -3.4160 -4.3189 -2.1118 -1.5664
S -3.9925 -0.3133 -2.6464 -2.8846 -3.8892 -1.2791 1.2169
O -5.0597 -1.3163 -2.8568 0.6156 1.3077 0.5508 -0.8274
O -3.5534 -0.0527 -1.3430 0.7884 0.8854 2.8160 -0.4335
C -2.7089 -0.9496 -3.6304 -1.4027 1.2538 -2.6432 -0.3353
H -2.2553 -0.3942 -5.7084 -1.7701 -0.5759 0.4799 0.2628
H -4.0651 -0.6739 -5.4849 -2.6801 -3.2042 -1.5718 0.5695
H -4.1707 1.5952 -5.5214 0.5090 -1.3618 -0.4832 0.4356
H -2.7796 1.7210 -4.5848 0.1917 -1.2933 -0.5319 -0.1348
H -5.4108 1.2124 -3.9234 -0.6542 -1.8000 0.4968 0.4516
H -4.3986 1.9277 -3.1782 1.5805 6.4965 4.0925 0.7990
H -2.6914 -2.0197 -3.6232 0.4591 -0.4347 0.7301 0.4226
H -1.8526 -0.3395 -3.4236 1.0421 -0.3505 0.2321 0.1184
```
Positions in Å, forces in eV/Å.

***

[6]
Density functional theory data (ωB97M-V/def2-TZVPD) for a 7-piece molecular cluster, H14O7 overall.

Its SMILES is O.O.O.O.O.O.O. For the relative energy (zero: lowest compared OMol25 entry of this formula, charge and spin), the calculation gives 387.5 kJ/mol. The LUMO energy is -0.5 eV. The multiplicity is 1.

Structure (XYZ):
```
21
Properties=species:S:1:pos:R:3:forces:R:3:mulliken_charge:R:1
H 0.3188 -0.3994 0.8792 0.0582 0.0262 -0.0624 0.3226
H -1.0610 -0.2726 0.2475 0.4245 0.3802 -0.0270 0.3229
H 0.8651 -1.5095 -2.6219 0.7186 0.1685 -0.2063 0.3147
H 2.0096 -1.9813 -3.4523 0.9330 -1.2922 -0.0193 0.3388
H -5.0864 1.6539 0.7222 0.3978 -2.7512 -0.0150 0.3407
H -4.4453 0.2093 1.1891 -0.4373 0.8749 -0.2594 0.3090
H 3.4961 -2.4457 -1.4866 -0.7224 -1.4324 -0.5835 0.3458
H 2.3029 -3.2073 -1.0029 -0.7021 -0.2388 0.5453 0.2986
H -1.2747 2.5683 3.1766 -0.7114 -0.1745 0.8940 0.3080
H -0.2844 2.4292 2.0972 -0.1341 0.5489 -0.3795 0.3145
H 0.9141 -0.3667 -4.3527 -2.0661 1.4485 1.4327 0.3984
H -0.1796 -0.2735 -3.2075 -0.5496 -0.5257 0.5368 0.2425
H 0.7518 1.4054 3.7287 0.6779 -0.0721 0.7667 0.2629
H 1.7925 0.9342 4.8015 1.1688 -1.5223 0.1094 0.3011
O -0.1941 0.1701 0.2952 -0.4820 -0.4256 0.1587 -0.6463
O 1.6213 -1.1805 -3.1411 1.6492 -2.1520 1.8303 -0.6795
O -5.0769 0.6403 0.5836 0.0472 1.8794 0.2877 -0.6493
O 2.9699 -3.2785 -1.6732 1.4930 1.5237 0.0774 -0.6525
O -0.8404 3.1004 2.5262 0.7301 -0.3734 -0.6790 -0.5988
O 0.2248 0.2104 -3.8958 -0.7263 2.5359 -3.6201 -0.6072
O 1.1759 1.5933 4.5869 -1.7669 1.5742 -0.7877 -0.5870
```
Positions in Å, forces in eV/Å.